(1)
The following is a quantum chemistry calculation of a structure of composition C21H14CsOPS4, from OMol25.

The value obtained for the energy above the lowest of the compared OMol25 structures with the same formula, charge and spin is 0.249 eV. The HOMO-LUMO gap comes out at 4.30 eV. As for the multiplicity: 1. The LUMO energy is 3.909 eV. Its molar mass is 574.49 g mol⁻¹. As for the charge: -2.

Last column: natural (NBO) charge in e.
Element x y z (Å)
Cs -0.4152 -0.1264 -0.1666  0.929
C 4.5242 2.4226 -4.8317  -0.229
C 5.4027 2.2716 -3.7634  -0.245
C 4.9356 1.8226 -2.5347  -0.152
C 3.5892 1.5123 -2.3464  -0.307
C 2.7214 1.6730 -3.4238  -0.188
C 3.1804 2.1244 -4.6574  -0.222
P 2.8542 0.9691 -0.7208  0.827
C 4.3190 0.0270 -0.0660  -0.334
C 4.8803 0.2574 1.1888  -0.229
C 5.8833 -0.5679 1.6966  -0.217
C 6.3443 -1.6445 0.9562  -0.242
C 5.7819 -1.9009 -0.2903  -0.223
C 4.7794 -1.0810 -0.7847  -0.154
C 2.7325 2.5740 0.1355  -0.449
C 3.7197 3.3358 0.7775  -0.244
C 3.4230 4.6213 1.2039  -0.274
C 2.1543 5.1476 0.9455  -0.237
C 1.2090 4.3881 0.2633  -0.280
C 1.4375 3.0593 -0.1632  -0.357
H 4.8852 2.7728 -5.7913  0.196
H 6.4531 2.5077 -3.8873  0.197
H 5.6307 1.7102 -1.7094  0.205
H 1.6686 1.4582 -3.2821  0.225
H 2.4843 2.2413 -5.4791  0.203
H 4.5152 1.0761 1.7908  0.222
H 6.2982 -0.3678 2.6776  0.199
H 7.1204 -2.2903 1.3489  0.197
H 6.1152 -2.7524 -0.8718  0.200
H 4.3389 -1.3044 -1.7507  0.207
H 4.7217 2.9488 0.9348  0.188
H 4.1699 5.2139 1.7194  0.185
H 1.9174 6.1557 1.2775  0.180
H 0.2446 4.8555 0.0679  0.175
O -5.7634 -5.3371 -2.1344  -0.662
C -4.9425 -4.5804 -1.6353  0.145
S -3.2372 -4.9438 -1.4397  0.282
C -2.7075 -3.4255 -0.7042  -0.395
C -3.6764 -2.4943 -0.5234  -0.396
S -3.5735 -0.8782 0.1676  -0.605
S -5.2964 -2.9627 -1.0567  0.282
S -0.9910 -3.3631 -0.3142  -0.603


(2)
The following is a quantum chemistry calculation of a structure of composition C21H15Cl2MnO4PTm in a non-equilibrium geometry, from OMol25.

The expectation value of S² is 12.0799. The HOMO-LUMO gap (spin up / spin down) comes out at 6.52 / 4.04 eV. As for the multiplicity: 7. The LUMO energy (spin up / spin down) is -13.949 / -16.428 eV. Its molar mass is 657.10 g mol⁻¹. As for the charge: +4.

Last column: natural (NBO) charge in e.
Element x y z (Å)
Mn 2.0903 -2.5937 -1.7296  0.986
Tm -1.2084 -0.3178 1.2602  1.677
Cl 3.1198 -2.9089 0.2111  -0.485
Cl -0.4854 -1.5564 -0.8097  -0.508
C -2.7174 1.1666 -0.1962  0.516
C 3.3418 -1.5255 -2.5434  0.503
C 1.3383 -3.3152 -3.2753  0.463
O -3.2437 1.8481 -0.9433  -0.272
O 4.2747 -0.9860 -2.9907  -0.263
O 0.8603 -3.5882 -4.3073  -0.253
O 0.1430 1.3164 1.6063  -1.063
P -0.2747 1.7616 3.0411  1.907
C -1.3004 0.3552 3.5594  -0.358
C -2.6492 0.3095 3.0965  -0.247
C -3.1818 -0.8990 2.6112  -0.224
C -2.3828 -2.0572 2.5695  -0.210
C -1.0770 -2.0410 3.0864  -0.221
C -0.5527 -0.8616 3.6116  -0.223
C 1.1427 1.9663 4.0978  -0.454
C 2.1978 1.0378 4.0423  -0.015
C 3.2439 1.1197 4.9581  0.003
C 3.2736 2.1461 5.9157  -0.175
C 2.2449 3.0983 5.9458  -0.030
C 1.1872 3.0145 5.0395  0.057
C -1.2714 3.2471 2.9345  -0.523
C -2.0837 3.6504 4.0136  -0.206
C -2.9262 4.7556 3.8661  -0.174
C -2.9617 5.4551 2.6590  -0.122
C -2.1430 5.0627 1.6002  -0.124
C -1.2966 3.9665 1.7322  -0.189
H -3.2265 1.2304 3.0462  0.315
H -4.1921 -0.9245 2.1930  0.319
H -2.7753 -2.9747 2.1317  0.323
H -0.4642 -2.9481 3.0489  0.319
H 0.4563 -0.8318 4.0214  0.278
H 2.2011 0.2540 3.2780  0.247
H 4.0590 0.3917 4.9107  0.285
H 4.1141 2.2279 6.6096  0.304
H 2.2817 3.9257 6.6593  0.294
H 0.3993 3.7650 5.0487  0.272
H -2.0542 3.0934 4.9562  0.228
H -3.5484 5.0581 4.7080  0.272
H -3.6232 6.3117 2.5502  0.275
H -2.1579 5.6156 0.6674  0.258
H -0.6687 3.6405 0.9022  0.240


(3)
The following is a quantum chemistry calculation of a structure of composition C21H15Cl2O4PRuSc in a non-equilibrium geometry, from OMol25.

The expectation value of S² is 8.8001. The value obtained for the energy above the lowest of the compared OMol25 structures with the same formula, charge and spin is 0.127 eV. The HOMO-LUMO gap (spin up / spin down) comes out at 6.10 / 3.25 eV. As for the multiplicity: 6. The LUMO energy (spin up / spin down) is -12.398 / -16.874 eV. Its molar mass is 579.25 g mol⁻¹. As for the charge: +4.

Last column: natural (NBO) charge in e.
Element x y z (Å)
Ru -0.1624 -0.7955 -6.0489  0.622
Sc 0.4605 -0.9321 -2.9988  1.368
Cl -0.7448 0.7187 -4.1836  -0.377
Cl 0.6284 -3.0828 -3.7158  -0.351
C -1.6441 -1.3894 -2.4104  0.532
C -0.6167 0.3688 -7.3847  0.438
C 0.2390 -2.0222 -7.3207  0.458
O -2.7349 -1.1821 -2.0498  -0.351
O -0.8803 1.0478 -8.3146  -0.283
O 0.4492 -2.6949 -8.2554  -0.256
O 0.6672 -0.2999 -1.1197  -1.138
P 0.3305 0.0994 0.3349  1.945
C 1.5470 1.2225 0.9870  -0.425
C 1.8561 2.4358 0.3446  -0.053
C 2.7490 3.3266 0.9512  0.042
C 3.3720 2.9738 2.1589  -0.174
C 3.1109 1.7469 2.7759  -0.068
C 2.2115 0.8681 2.1702  0.041
C -1.2991 0.7915 0.7120  -0.528
C -2.3535 -0.0460 1.1073  -0.046
C -3.6484 0.4617 1.2426  -0.104
C -3.9050 1.8158 1.0255  -0.145
C -2.8377 2.6795 0.7359  -0.084
C -1.5418 2.1841 0.6228  -0.012
C 0.4307 -1.3848 1.3136  -0.528
C 0.9924 -2.5604 0.7863  -0.098
C 1.1059 -3.6960 1.6004  -0.097
C 0.5923 -3.6913 2.9043  -0.088
C 0.0681 -2.5029 3.4504  -0.142
C -0.0304 -1.3559 2.6457  -0.116
H 1.4278 2.6676 -0.6309  0.252
H 2.9348 4.3006 0.5034  0.283
H 4.0074 3.6941 2.6709  0.298
H 3.5665 1.4657 3.7255  0.290
H 2.0410 -0.1095 2.6135  0.257
H -2.1684 -1.1038 1.2959  0.251
H -4.4584 -0.2088 1.5199  0.280
H -4.9160 2.2169 1.1481  0.292
H -3.0200 3.7468 0.6197  0.278
H -0.7047 2.8654 0.4492  0.218
H 1.3341 -2.5905 -0.2603  0.239
H 1.6434 -4.5679 1.2163  0.278
H 0.6379 -4.5958 3.5204  0.278
H -0.2637 -2.4445 4.4882  0.279
H -0.4734 -0.4413 3.0529  0.245


(4)
The following is a quantum chemistry calculation of a structure of composition C21H15Cl3FeN2O4S, from OMol25.

The expectation value of S² is 6.0087. The HOMO-LUMO gap (spin up / spin down) comes out at 6.10 / 6.16 eV. As for the multiplicity: 5. The LUMO energy (spin up / spin down) is 4.420 / 4.419 eV. Its molar mass is 553.63 g mol⁻¹. As for the charge: -2.

Last column: natural (NBO) charge in e.
Element x y z (Å)
Fe 0.2661 -0.4318 0.1288  1.530
O 4.3728 0.5137 -0.2435  -0.718
C 3.1897 0.8078 -0.0417  0.783
O 2.2837 -0.0085 0.3185  -0.858
C 2.8061 2.2831 -0.1505  -0.191
C 3.8394 3.1837 0.1031  -0.167
C 3.6509 4.5551 0.1047  -0.288
C 2.3774 5.0491 -0.1537  -0.245
C 1.3427 4.1769 -0.4273  -0.199
C 1.5187 2.7808 -0.4418  -0.126
S 0.1232 1.8317 -0.9002  -0.497
H 4.8170 2.7640 0.3039  0.224
H 4.4761 5.2280 0.3104  0.184
H 2.1942 6.1194 -0.1393  0.182
H 0.3519 4.5622 -0.6371  0.195
C -3.1784 0.0443 -0.6592  -0.270
N -2.1643 -0.1391 0.3652  -0.539
C -2.4702 0.1354 1.5765  0.132
C -1.5165 0.0317 2.6245  0.040
C -1.6959 0.0775 4.0144  -0.310
C -0.4326 -0.1363 4.5692  -0.369
C 0.4460 -0.2863 3.4862  -0.046
N -0.2021 -0.1884 2.3220  -0.614
C -3.9940 -1.2001 -0.9417  0.082
C -5.3832 -1.1322 -0.9616  -0.255
C -6.1504 -2.2648 -1.1981  -0.227
C -5.5303 -3.4833 -1.4208  -0.242
C -4.1428 -3.5590 -1.4140  -0.193
C -3.3788 -2.4272 -1.1760  -0.230
H -2.6615 0.3524 -1.5720  0.222
H -3.8719 0.8471 -0.3749  0.167
H -3.4778 0.4840 1.8392  0.143
H -2.6364 0.2207 4.5285  0.191
H -0.1730 -0.1772 5.6171  0.191
H 1.5113 -0.4692 3.5051  0.198
H -5.8706 -0.1790 -0.7846  0.198
H -7.2325 -2.1932 -1.2098  0.193
H -6.1239 -4.3744 -1.5898  0.195
H -3.6515 -4.5047 -1.5942  0.214
H -2.2970 -2.4799 -1.1694  0.249
Cl 0.0133 -3.2405 1.6047  0.034
C 0.3989 -4.3211 0.2590  -0.224
Cl 2.0080 -5.0161 0.5283  -0.006
Cl -0.7735 -5.6569 0.2276  -0.027
C 0.3867 -3.5557 -1.1944  0.771
O 0.6025 -4.3244 -2.1149  -0.674
O 0.1888 -2.3224 -1.1660  -0.801


(5)
The following is a quantum chemistry calculation of a structure of composition C21H16Cl2HgO4Te, from OMol25.

The expectation value of S² is 0.7548. The value obtained for the energy above the lowest of the compared OMol25 structures with the same formula, charge and spin is 0.000 eV. The HOMO-LUMO gap (spin up / spin down) comes out at 6.32 / 6.63 eV. As for the multiplicity: 2. The LUMO energy (spin up / spin down) is 2.497 / 1.814 eV. Its molar mass is 731.45 g mol⁻¹. As for the charge: -1.

Last column: natural (NBO) charge in e.
Element x y z (Å)
Hg 0.9826 -1.7649 -0.7915  0.770
Cl 6.7779 -0.3396 4.0708  -0.051
C 5.6560 -0.9632 2.8786  -0.117
C 6.1561 -1.4946 1.6819  -0.215
C 5.2962 -1.9864 0.7440  -0.137
Cl 5.9440 -2.6425 -0.7308  -0.016
C 3.8582 -2.0068 0.9027  0.501
O 3.1243 -2.5045 0.0107  -0.781
C 3.4099 -1.4501 2.1482  -0.328
C 2.0080 -1.3763 2.5053  0.437
O 1.0637 -1.7799 1.8482  -0.629
C 4.3096 -0.9407 3.0991  -0.157
H 7.2221 -1.5128 1.4990  0.227
H 1.8141 -0.8894 3.4823  0.102
H 3.9159 -0.5260 4.0199  0.213
Te -1.2845 -0.2531 0.5245  0.723
C -3.3069 -0.9841 0.2765  -0.312
C -4.3018 -0.4710 1.1030  -0.242
C -5.6300 -0.8462 0.9379  -0.218
C -5.9785 -1.7448 -0.0589  -0.225
C -4.9927 -2.2724 -0.8825  -0.237
C -3.6678 -1.8961 -0.7117  -0.170
C -1.6273 1.0869 -1.0779  -0.276
C -1.5053 0.6685 -2.3962  -0.165
C -1.7279 1.5606 -3.4373  -0.233
C -2.0659 2.8777 -3.1666  -0.224
C -2.1755 3.3035 -1.8496  -0.210
C -1.9515 2.4128 -0.8095  -0.236
H -4.0393 0.2350 1.8824  0.212
H -6.3922 -0.4325 1.5872  0.203
H -7.0133 -2.0340 -0.1939  0.203
H -5.2562 -2.9797 -1.6592  0.204
H -2.9055 -2.3174 -1.3569  0.207
H -1.2201 -0.3537 -2.6140  0.212
H -1.6201 1.2259 -4.4612  0.207
H -2.2315 3.5742 -3.9791  0.203
H -2.4306 4.3328 -1.6303  0.203
H -2.0166 2.7520 0.2164  0.219
C 2.2666 2.6849 -0.6017  -0.722
C 1.6090 1.3316 -0.4041  0.791
O 1.8741 0.4382 -1.2487  -0.802
O 0.8411 1.2119 0.5805  -0.781
H 3.0813 2.6276 -1.3194  0.214
H 2.6231 3.0627 0.3553  0.217
H 1.5072 3.3761 -0.9731  0.219


> Look up the multiplicity of the second one.

7